Density functional theory data (ωB97M-V/def2-TZVPD) for a cluster of 4 separate species, C27H34BrIN2O2 in total at a distorted geometry.

The HOMO energy comes out at -8.772 eV. As for the total charge: 0. For the total energy, the calculation gives -4180.9053 a.u. Its gap between HOMO and LUMO is 8.99 eV.

```
67
Properties=species:S:1:pos:R:3:forces:R:3:mulliken_charge:R:1
C 6.324 -0.803 -3.078 0.1 -0.1 0.1 -0.792
C 5.723 -1.840 -4.020 0.1 0.0 -0.2 -0.355
O 4.408 -2.259 -3.684 0.1 0.0 0.4 -0.358
C 3.413 -1.287 -3.855 0.1 -0.1 -0.2 -1.038
C 2.312 -1.415 -2.818 -0.3 -0.3 0.3 -0.113
N 1.959 -2.804 -2.463 -0.3 0.3 -0.3 -0.103
C 0.865 -2.680 -1.635 -0.3 0.1 0.0 0.167
O -0.127 -3.368 -1.623 0.2 -0.1 0.2 -0.626
C 1.099 -1.412 -0.805 0.7 -0.1 0.0 -0.212
I 1.268 -1.894 1.244 -0.8 -0.1 0.6 0.094
C 2.395 -0.792 -1.416 0.0 -0.2 0.4 0.544
Br 3.943 -1.581 -0.482 0.6 0.2 -0.5 0.056
C 2.503 0.729 -1.278 -0.3 -0.1 -0.4 -0.976
C 1.862 1.553 -2.404 -0.1 0.2 0.2 -0.967
N 0.463 1.888 -2.084 0.0 -0.2 -0.5 -0.464
H 7.098 -0.232 -3.591 0.0 0.0 0.0 0.334
H 5.574 -0.116 -2.689 0.0 0.1 -0.1 0.127
H 6.774 -1.282 -2.210 0.0 0.0 0.0 0.247
H 6.317 -2.751 -3.988 0.0 0.0 0.0 0.324
H 5.751 -1.489 -5.060 -0.1 0.1 0.0 0.324
H 2.947 -1.429 -4.841 0.0 0.1 0.0 0.398
H 3.823 -0.272 -3.838 -0.1 0.0 0.1 0.487
H 1.392 -0.989 -3.251 0.3 0.3 -0.2 0.396
H 1.898 -3.487 -3.205 -0.1 0.0 0.0 0.332
H 0.260 -0.718 -0.818 -0.1 -0.1 -0.3 0.011
H 3.549 1.002 -1.168 0.0 0.0 -0.1 0.621
H 1.985 1.008 -0.358 0.2 0.1 0.1 0.219
H 1.957 1.072 -3.382 0.1 0.0 0.0 0.554
H 2.411 2.491 -2.481 0.0 0.0 0.1 0.429
H -0.150 1.124 -2.354 0.0 0.0 0.2 0.108
H 0.181 2.668 -2.669 -0.1 0.0 0.1 0.237
C 1.529 4.218 1.373 0.0 0.0 0.0 -0.604
C 1.809 5.349 2.127 0.0 0.0 0.0 -0.340
C 1.354 6.592 1.707 0.0 0.0 0.0 -0.428
C 0.616 6.702 0.537 0.0 0.0 0.0 -0.355
C 0.336 5.568 -0.214 0.0 0.0 0.0 -0.504
C 0.793 4.323 0.199 0.0 0.0 0.1 -0.073
H 1.884 3.249 1.701 0.0 0.0 0.0 0.395
H 2.380 5.263 3.042 0.0 0.0 0.0 0.367
H 1.575 7.475 2.293 0.0 0.0 0.0 0.355
H 0.259 7.671 0.212 0.0 0.0 0.0 0.363
H -0.243 5.657 -1.126 0.0 0.0 0.0 0.349
H 0.576 3.438 -0.387 0.0 0.0 0.1 0.482
C -3.531 1.217 -0.318 0.0 0.0 0.0 -0.509
C -3.870 0.954 1.002 0.0 0.0 0.0 -0.520
C -3.633 -0.303 1.542 0.0 0.0 0.0 -0.251
C -3.052 -1.296 0.766 0.0 0.0 0.0 -0.517
C -2.711 -1.035 -0.555 0.0 0.0 -0.1 -0.463
C -2.954 0.221 -1.095 0.0 0.0 0.0 -0.236
H -3.716 2.197 -0.739 0.0 0.0 0.0 0.380
H -4.317 1.730 1.610 0.0 0.0 0.0 0.379
H -3.898 -0.509 2.572 0.0 0.0 0.0 0.393
H -2.857 -2.274 1.188 0.0 0.0 0.0 0.473
H -2.252 -1.811 -1.156 0.0 0.0 0.0 0.383
H -2.693 0.425 -2.128 0.0 0.0 0.0 0.467
C -5.545 -2.384 4.640 0.0 0.0 0.0 -0.341
C -5.878 -2.649 5.961 0.0 0.0 0.0 -0.421
C -5.632 -3.904 6.499 0.0 0.0 0.0 -0.382
C -5.048 -4.893 5.719 0.0 0.0 0.0 -0.336
C -4.713 -4.627 4.398 0.0 0.0 0.0 -0.512
C -4.963 -3.373 3.859 0.0 0.0 0.0 -0.179
H -5.740 -1.406 4.218 0.0 0.0 0.0 0.391
H -6.331 -1.878 6.570 0.0 0.0 0.0 0.360
H -5.895 -4.113 7.528 0.0 0.0 0.0 0.351
H -4.853 -5.871 6.140 0.0 0.0 0.0 0.357
H -4.256 -5.397 3.790 0.0 0.0 0.0 0.367
H -4.706 -3.166 2.827 0.0 0.0 0.0 0.352
```
Forces are in eV/Å.